[1]
{"formula": "C4H4O3", "method": "ωB97M-V with the def2-TZVPD basis set", "elements": ["C", "C", "O", "C", "O", "C", "O", "H", "H", "H", "H"], "coordinates": [[-1.862479, 0.192735, -0.372641], [-0.711457, -0.772833, -0.257979], [-0.752290, -1.941750, -0.593845], [0.602280, -0.206822, 0.130443], [0.822151, -0.309634, 1.401635], [3.037675, 0.700149, 0.159404], [3.551900, 0.997796, -0.807587], [-2.154070, 0.564836, 0.617394], [-2.706172, -0.317613, -0.841007], [-1.561260, 1.055335, -0.976899], [1.733723, 0.037799, 1.541082]], "atomic_forces_ev_per_a": [[-0.0892, -0.0214, -0.0278], [-0.0851, -0.2533, -0.1180], [-0.0153, 0.3959, 0.1663], [-0.1474, -0.1418, 0.2611], [-0.0269, 0.0303, -0.3745], [0.8473, 0.4455, -1.1642], [-0.5384, -0.3215, 1.1274], [0.0897, -0.0812, -0.1352], [0.0904, 0.0875, 0.0660], [-0.0551, -0.1109, 0.0858], [-0.0700, -0.0291, 0.1131]], "e_tot_ha": -380.43338, "lumo_ev": 0.345, "e_homo_ev": -9.0, "relative_energy_ev": 3.092, "gap_ha": 0.343}

---

[2]
{"formula": "C14H17F3N2O4", "method": "ωB97M-V with the def2-TZVPD basis set", "elements": ["C", "C", "O", "C", "C", "N", "O", "O", "O", "H", "H", "H", "H", "H", "H", "C", "N", "C", "C", "C", "C", "C", "C", "C", "F", "F", "F", "C", "C", "H", "H", "H", "H", "H", "H", "H", "H", "H", "H", "H"], "coordinates": [[-3.921580, -0.496113, 2.533834], [-2.690301, 0.360969, 2.379871], [-1.545411, -0.536478, 2.168245], [-0.447032, 0.144311, 1.768660], [0.611726, -0.794728, 1.093751], [2.042347, -0.320130, 1.671578], [2.758015, -1.230975, 2.083945], [2.342079, 0.865243, 1.667690], [-0.343592, 1.320773, 2.019688], [-4.785206, 0.163139, 2.582589], [-4.045733, -1.180830, 1.695103], [-3.863659, -1.076457, 3.460112], [-2.766141, 0.995237, 1.498873], [-2.505229, 0.967626, 3.259471], [0.398983, -1.742255, 1.681071], [1.192482, -2.958141, -0.684569], [1.667907, -1.633298, -0.872521], [3.097177, -1.506790, -1.149703], [0.839436, -0.584629, -0.472795], [1.049718, 0.733454, -1.188388], [2.050766, 1.039225, -2.166633], [2.299312, 2.351658, -2.535451], [1.441364, 3.358413, -2.096223], [1.761294, 4.791084, -2.441523], [0.664490, 5.599539, -2.394864], [2.666028, 5.348092, -1.530664], [2.332441, 4.938202, -3.669835], [0.344599, 3.066572, -1.315200], [0.136116, 1.748658, -0.917548], [2.068729, -3.622022, -0.627270], [0.552570, -3.055409, 0.208638], [0.588615, -3.248761, -1.560629], [3.621584, -2.307954, -0.612765], [3.233619, -1.660584, -2.232475], [3.510460, -0.528682, -0.878289], [-0.222657, -0.880539, -0.367431], [2.662904, 0.273377, -2.666886], [3.153111, 2.602192, -3.172185], [-0.344757, 3.841030, -0.997800], [-0.775674, 1.510463, -0.357043]], "atomic_forces_ev_per_a": [[0.2121, -0.1073, 0.2822], [0.0650, -0.7135, -0.0694], [-0.0439, 0.0638, -0.8916], [0.3365, 0.8673, 0.9018], [2.3544, 3.8457, 4.0201], [-0.3491, -0.1054, 1.2708], [-0.5500, 0.6617, -0.5375], [-0.3116, -1.4812, -0.4712], [0.3132, -0.7378, -0.7138], [-0.1370, -0.0345, 0.0472], [0.0156, 0.0540, -0.0053], [-0.1026, 0.0446, -0.1638], [0.0583, 0.1544, 0.0719], [0.0714, 0.1119, 0.0030], [0.6566, 0.4892, -1.9870], [-0.2884, -0.6593, -0.6463], [0.9693, -0.1170, -0.7344], [-0.3453, -0.1823, -0.1238], [-1.8049, -1.7938, 1.2104], [-0.2204, 0.7950, -0.1360], [0.1228, -0.7685, 0.5603], [-0.4019, 0.0312, -0.1326], [0.5933, 0.6203, -0.1147], [0.5783, 1.1969, 0.5441], [0.7567, -0.6432, -0.1703], [-1.0116, -0.7659, -1.1119], [-0.4835, -0.1785, 0.9032], [-0.2709, -0.3995, -0.0194], [-0.2877, 0.1336, 0.4209], [-0.5839, -0.0285, 0.1904], [0.3928, -0.2272, -0.2530], [0.0130, -0.3086, 0.2555], [0.0971, 0.3685, -0.0572], [0.4308, 0.0242, 0.2397], [-0.1291, -0.3978, 0.1224], [-0.5184, -0.1933, -3.2578], [-0.3911, 0.4196, 0.7056], [-0.4524, -0.2003, 0.1082], [0.0711, -0.0777, -0.1482], [0.5757, 0.2392, -0.1125]], "e_tot_ha": -1253.57150, "smiles": "CCOC(=O)[C@@H]([C@@H](c1ccc(C(F)(F)F)cc1)N(C)C)[N+](=O)[O-]", "lumo_ev": 0.236, "e_homo_ev": -8.4, "relative_energy_ev": 0.000, "gap_ha": 0.318}